1.
{
  "formula": "C11H24BCsF4N3OV",
  "method": "ωB97M-V/def2-TZVPD",
  "gap_ev": [6.81, 6.80],
  "total_charge": 2,
  "homo_energy_ev": [-17.23, -17.23],
  "elements": ["N", "C", "O", "Cs", "V", "N", "N", "C", "C", "C", "C", "C", "C", "C", "C", "H", "H", "H", "H", "H", "H", "H", "H", "H", "H", "H", "H", "H", "H", "H", "H", "H", "H", "C", "H", "H", "H", "C", "H", "H", "H", "F", "B", "F", "F", "F"],
  "coordinates": [[-1.03, -0.96, -1.78], [-1.35, -2.01, -2.34], [-1.66, -2.99, -2.91], [-0.29, 2.84, -1.73], [-0.20, -0.34, -0.16], [-1.38, 0.76, 0.77], [1.31, 0.78, -0.48], [-2.65, 0.12, 1.24], [2.47, 0.53, -1.39], [-3.71, 0.43, 0.19], [-3.10, 0.62, 2.61], [-2.43, -1.38, 1.34], [3.23, 1.85, -1.57], [3.44, -0.52, -0.83], [1.93, 0.02, -2.72], [-3.88, 1.52, 0.11], [-4.67, -0.02, 0.46], [-3.41, 0.06, -0.80], [-2.32, 0.49, 3.37], [-3.97, 0.04, 2.93], [-3.41, 1.67, 2.59], [-2.12, -1.83, 0.39], [-3.37, -1.87, 1.65], [-1.67, -1.63, 2.10], [2.56, 2.69, -1.87], [3.97, 1.76, -2.38], [3.74, 2.15, -0.65], [3.95, -0.17, 0.07], [4.22, -0.74, -1.57], [2.95, -1.47, -0.58], [1.22, -0.81, -2.59], [2.77, -0.32, -3.34], [1.42, 0.82, -3.29], [1.68, 1.03, 0.92], [0.91, 0.57, 1.58], [2.66, 0.60, 1.20], [1.73, 2.11, 1.17], [-1.24, 2.20, 1.12], [-1.49, 2.34, 2.18], [-0.21, 2.59, 1.05], [-1.94, 2.85, 0.55], [1.22, -2.07, 1.42], [1.10, -3.32, 0.69], [-0.12, -3.18, -0.08], [2.17, -3.41, -0.22], [1.00, -4.39, 1.55]]
}

***

2.
{
  "formula": "C11H24BN2O",
  "method": "ωB97M-V/def2-TZVPD",
  "gap_ev": 9.78,
  "total_charge": 1,
  "homo_energy_ev": -12.32,
  "elements": ["C", "C", "C", "B", "C", "O", "C", "H", "H", "H", "H", "H", "H", "H", "H", "H", "H", "H", "H", "H", "C", "C", "N", "C", "C", "N", "C", "C", "H", "H", "H", "H", "H", "H", "H", "H", "H", "H", "H"],
  "coordinates": [[1.19, 0.52, -5.65], [0.80, -0.50, -4.60], [-0.67, -0.35, -4.09], [-0.59, 0.74, -2.99], [-0.52, 0.39, -1.46], [0.25, 1.26, -0.62], [1.65, 1.19, -0.85], [2.10, 0.23, -6.17], [1.37, 1.52, -5.23], [0.41, 0.64, -6.41], [1.51, -0.46, -3.77], [0.91, -1.51, -5.00], [-1.01, -1.32, -3.71], [-1.30, -0.07, -4.93], [-0.54, 1.90, -3.27], [-0.22, -0.65, -1.26], [-1.55, 0.49, -1.09], [2.17, 1.08, 0.10], [2.00, 2.11, -1.34], [1.90, 0.34, -1.49], [-2.35, -2.09, 2.30], [-1.57, -0.95, 1.69], [-0.68, -0.27, 2.65], [0.04, 0.86, 2.35], [0.74, 1.18, 3.46], [0.44, 0.25, 4.43], [-0.43, -0.62, 3.90], [0.96, 0.21, 5.79], [-2.98, -1.76, 3.13], [-3.01, -2.50, 1.54], [-1.70, -2.90, 2.63], [-2.23, -0.17, 1.30], [-0.94, -1.28, 0.87], [0.02, 1.30, 1.36], [1.43, 1.99, 3.65], [-0.85, -1.46, 4.42], [1.52, -0.71, 5.95], [0.15, 0.29, 6.51], [1.63, 1.06, 5.91]]
}

***

3.
{
  "formula": "C11H24Cl9O5P",
  "method": "ωB97M-V/def2-TZVPD",
  "gap_ev": 10.37,
  "homo_energy_ev": -9.89,
  "smiles": "CCCOCO[P@](=O)(O)OCCCCl.ClCCl.ClCCl.ClCCl.ClCCl",
  "elements": ["C", "C", "C", "O", "C", "O", "P", "O", "O", "O", "C", "C", "C", "Cl", "H", "H", "H", "H", "H", "H", "H", "H", "H", "H", "H", "H", "H", "H", "H", "H", "C", "Cl", "Cl", "H", "H", "C", "Cl", "Cl", "H", "H", "C", "Cl", "Cl", "H", "H", "C", "Cl", "Cl", "H", "H"],
  "coordinates": [[0.28, -0.98, -2.04], [1.60, -0.22, -2.00], [1.74, 0.68, -0.79], [2.67, 0.14, 0.15], [2.27, 0.41, 1.45], [3.41, 0.26, 2.28], [3.10, -0.56, 3.62], [2.74, -1.93, 3.34], [1.91, 0.17, 4.34], [4.31, -0.32, 4.58], [5.61, -0.70, 4.06], [5.81, -2.19, 3.87], [5.25, -3.03, 4.98], [5.84, -2.50, 6.59], [-0.12, -1.20, -1.06], [0.41, -1.93, -2.54], [-0.47, -0.44, -2.60], [1.66, 0.36, -2.90], [2.41, -0.94, -2.01], [0.76, 0.84, -0.35], [2.12, 1.64, -1.12], [1.88, 1.42, 1.54], [1.46, -0.27, 1.73], [2.09, 1.12, 4.44], [6.32, -0.36, 4.79], [5.85, -0.18, 3.13], [6.87, -2.37, 3.82], [5.37, -2.48, 2.92], [4.18, -3.06, 5.01], [5.60, -4.05, 4.85], [-2.59, 1.18, -0.98], [-1.64, 1.99, 0.28], [-2.16, 1.75, -2.59], [-2.41, 0.12, -0.92], [-3.64, 1.39, -0.81], [-4.33, -2.22, -2.94], [-2.67, -1.65, -2.75], [-5.51, -1.01, -2.41], [-4.51, -2.44, -3.99], [-4.47, -3.11, -2.34], [-2.30, 5.31, -4.99], [-2.09, 3.68, -5.63], [-2.43, 5.32, -3.22], [-1.43, 5.91, -5.27], [-3.20, 5.74, -5.40], [-9.58, 0.18, -1.90], [-8.96, 1.34, -3.07], [-9.26, -1.49, -2.38], [-9.10, 0.36, -0.94], [-10.65, 0.31, -1.81]]
}

***

4.
{
  "formula": "C11H24ClI2N2P2Sc",
  "method": "ωB97M-V/def2-TZVPD",
  "relative_energy_ev": 0.000,
  "gap_ev": [4.07, 3.52],
  "total_charge": 2,
  "homo_energy_ev": [-14.42, -14.31],
  "elements": ["I", "I", "Sc", "P", "C", "C", "H", "H", "H", "H", "H", "H", "C", "H", "H", "H", "P", "C", "C", "H", "H", "H", "C", "H", "H", "H", "H", "H", "H", "Cl", "N", "C", "C", "C", "C", "C", "N", "H", "H", "H", "H", "H", "H"],
  "coordinates": [[0.40, -3.00, -2.71], [0.18, 1.47, -2.59], [0.23, -0.80, -0.82], [-2.37, -0.48, -0.89], [-2.83, -0.82, -2.62], [-3.31, -1.68, 0.09], [-4.34, -1.74, -0.29], [-4.25, 1.01, -0.54], [-3.32, -1.39, 1.15], [-2.84, 1.48, 0.47], [-2.36, -1.74, -2.96], [-2.83, -2.66, 0.01], [-3.16, 1.12, -0.52], [-3.92, -0.89, -2.68], [-2.82, 1.85, -1.27], [-2.45, 0.00, -3.24], [2.92, -0.43, -0.77], [3.42, -0.51, -2.52], [3.78, 1.05, -0.14], [3.52, -1.89, 1.07], [4.93, -1.56, 0.03], [3.66, -2.74, -0.48], [3.85, -1.78, 0.03], [3.30, 1.37, 0.79], [4.84, 0.83, 0.07], [4.51, -0.51, -2.60], [2.98, 0.34, -3.06], [3.72, 1.87, -0.87], [3.00, -1.41, -2.98], [0.41, -2.55, 0.81], [-1.22, -0.95, 2.73], [-0.84, 0.30, 2.38], [-1.29, 1.37, 3.20], [-0.94, 2.67, 2.87], [-0.16, 2.89, 1.73], [0.21, 1.80, 0.96], [-0.20, 0.53, 1.19], [-0.78, -1.74, 2.21], [-1.50, -1.11, 3.70], [-1.88, 1.12, 4.07], [-1.31, 3.51, 3.45], [0.18, 3.88, 1.46], [0.89, 1.94, 0.10]]
}

***

For reference, F_max by record: 4.4 0.3 1.3 2.6 eV/Å.
For reference, calculated total energy by record: -2061.0449 -642.8711 -5292.8921 -3041.6368 hartree.